i) A 2-piece molecular cluster, CH3OS overall, computed with ωB97M-V/def2-TZVPD.

Geometry as ORCA input:
```
! wB97M-V def2-TZVPD RIJCOSX def2/J DEFGRID3
* xyz -1 1
S -1.93 -0.45 -0.14
H -2.60 0.71 -0.24
O 2.31 -0.21 0.22
C 1.11 -0.05 0.11
H 0.72 0.60 -0.69
H 0.39 -0.59 0.74
*
```

## Properties
- HOMO energy (eV) = -2.75
- gap between HOMO and LUMO (eV) = 7.0

---

ii) A 2-piece molecular cluster, CH3OS overall, computed with ωB97M-V/def2-TZVPD.

Geometry as ORCA input:
```
! wB97M-V def2-TZVPD RIJCOSX def2/J DEFGRID3
* xyz -1 1
S -2.13 0.26 0.02
H -1.84 1.56 -0.35
O 2.87 -0.70 0.06
C 1.76 -0.07 -0.03
H 1.15 0.28 0.84
H 1.20 -0.01 -1.06
*
```

## Properties
- HOMO energy (eV) = -2.72
- gap between HOMO and LUMO (eV) = 6.6

---

Of them, ii) has the lowest stability.